{
  "formula": "C10H14BrN2",
  "method": "wB97M-V/def2-TZVPD",
  "elements": ["C", "C", "C", "C", "C", "C", "C", "C", "C", "C", "N", "N", "Br", "H", "H", "H", "H", "H", "H", "H", "H", "H", "H", "H", "H", "H", "H"],
  "xyz": [[-1.603, 3.053, -0.602], [-0.375, 2.547, -0.310], [-2.728, 2.334, -0.405], [-1.504, 0.620, 0.434], [-0.235, 1.182, 0.131], [1.203, -1.978, -1.341], [0.383, -1.167, -2.157], [0.770, -2.090, 0.144], [0.967, 0.495, 0.282], [0.527, -0.896, 2.316], [-2.655, 1.163, 0.040], [1.092, -0.780, 0.897], [2.645, 1.414, 0.202], [-1.653, 4.031, -0.864], [0.479, 3.128, -0.632], [-3.747, 2.558, -0.687], [-1.563, -0.420, 0.836], [1.236, -3.135, -1.581], [2.256, -1.526, -1.367], [0.682, -0.812, -3.105], [-0.575, -0.762, -1.741], [-0.350, -2.313, 0.265], [1.279, -2.848, 0.711], [0.420, 0.167, 2.671], [-0.329, -1.601, 2.140], [1.297, -1.379, 2.908], [2.083, -0.986, 0.814]],
  "forces_ev_per_a": [[1.5, 0.0, 0.9], [1.0, -1.2, -0.8], [-1.9, 1.2, -1.4], [0.3, -1.3, -0.8], [-1.8, 1.5, 0.4], [2.1, -2.7, 2.2], [-2.8, 1.6, 0.5], [-2.6, 0.6, -1.2], [0.8, 1.3, -0.7], [0.5, 0.3, -0.7], [0.3, -4.9, 2.9], [0.4, -1.8, 0.1], [-0.7, -0.5, -0.1], [-0.2, 2.8, -1.1], [0.2, 0.0, 0.4], [0.1, 1.1, -0.2], [-0.2, 1.0, -0.3], [0.3, 2.0, -0.3], [-0.9, -1.2, 0.0], [0.3, 0.2, -0.8], [0.9, -0.6, -0.7], [1.5, 0.5, -0.4], [0.4, -0.3, 0.1], [-0.6, -1.4, -0.1], [0.4, 1.3, 1.1], [-0.1, -0.2, 0.2], [0.6, 0.7, 1.1]],
  "mulliken_charge": [-0.500, -1.054, -0.410, -0.336, 1.567, -0.108, -0.964, -0.851, -0.438, -0.888, -0.539, 0.109, -0.060, 0.520, 0.322, 0.434, 0.375, 0.335, 0.244, 0.327, 0.381, 0.384, 0.537, 0.328, 0.428, 0.384, 0.471],
  "gap_ev": [8.459, 6.601],
  "e_lumo_ha": [-0.12512, -0.19318],
  "charge": 1,
  "de_lowest_kj_mol": 400.9,
  "e_tot_ha": -3072.54246
}

{
  "formula": "C10H14BrOP",
  "method": "wB97M-V/def2-TZVPD",
  "elements": ["C", "C", "C", "C", "C", "C", "C", "C", "C", "C", "O", "P", "Br", "H", "H", "H", "H", "H", "H", "H", "H", "H", "H", "H", "H", "H", "H"],
  "xyz": [[5.719, -0.201, 1.035], [4.769, -0.948, 1.660], [5.326, 0.697, 0.127], [3.366, -0.855, 1.403], [3.989, 0.861, -0.215], [3.052, 0.084, 0.536], [-5.096, 1.297, 0.823], [-4.356, -1.044, 1.156], [-3.185, 0.817, 2.260], [-4.186, 0.342, 1.536], [1.068, 1.608, -0.738], [1.409, 0.352, -0.131], [1.233, -1.398, -1.540], [6.858, -0.371, 1.198], [5.181, -1.593, 2.454], [6.004, 1.351, -0.336], [2.649, -1.382, 1.988], [3.749, 1.670, -0.980], [-6.071, 0.911, 0.773], [-4.805, 1.515, -0.192], [-5.103, 2.273, 1.351], [-4.594, -1.132, 0.107], [-3.344, -1.612, 1.265], [-5.120, -1.797, 1.519], [-2.304, 0.199, 2.474], [-3.036, 1.772, 2.629], [0.447, 0.131, 0.908]],
  "forces_ev_per_a": [[2.7, -1.5, 1.0], [-0.5, -1.7, 1.9], [-1.7, 1.8, -2.0], [3.4, -0.9, 2.2], [0.5, 0.5, 0.6], [-1.4, 3.2, -4.5], [0.4, 1.4, 1.3], [1.9, -4.1, -0.7], [1.3, -2.4, -0.1], [-0.4, 1.7, -0.2], [0.1, 2.1, -1.3], [-0.9, -2.1, 1.5], [-0.1, 0.4, 0.5], [-2.3, 0.3, 0.1], [-0.7, 0.0, -0.4], [1.1, 0.6, -0.7], [-0.4, -0.5, 0.2], [-0.2, -1.4, 1.2], [-1.6, -0.4, 0.0], [0.5, -0.2, -0.4], [-0.2, -0.5, -0.3], [0.2, 0.3, -0.7], [-1.6, 0.8, 0.0], [0.5, 1.6, 0.7], [-0.6, -0.3, 0.4], [-0.3, 2.1, 0.1], [0.5, -0.7, -0.3]],
  "mulliken_charge": [-0.430, -0.218, -0.267, -0.469, -0.691, 0.588, -1.288, -1.035, -1.046, 1.026, -0.612, 0.639, -0.222, 0.263, 0.296, 0.398, 0.434, 0.295, 0.363, 0.296, 0.359, 0.305, 0.241, 0.264, 0.177, 0.337, -0.001],
  "smiles": "O=[P@@H](Br)c1ccccc1.C=C(C)C",
  "gap_ev": 9.318,
  "e_lumo_ha": 0.00893,
  "charge": 0,
  "de_lowest_kj_mol": 87.0,
  "e_tot_ha": -3380.01413
}

{
  "formula": "C10H14Cl2MnO8",
  "method": "wB97M-V/def2-TZVPD",
  "elements": ["Mn", "C", "C", "C", "O", "C", "C", "C", "O", "O", "O", "H", "H", "Cl", "Cl", "C", "C", "O", "O", "H", "H", "H", "H", "H", "H", "C", "C", "O", "O", "H", "H", "H", "H", "H", "H"],
  "xyz": [[-2.025, -0.863, -0.183], [0.574, 1.092, -2.885], [-0.135, 0.262, -2.017], [-0.339, -1.206, -2.407], [-1.274, -1.841, -1.840], [0.471, -1.733, -3.425], [1.304, -0.935, -4.200], [1.312, 0.568, -3.966], [1.955, 1.336, -4.708], [1.989, -1.433, -5.120], [-0.763, 0.617, -0.976], [0.592, 2.155, -2.687], [0.344, -2.766, -3.723], [-4.042, 0.210, -1.139], [-2.960, -2.783, 1.230], [2.645, -0.726, 0.761], [1.220, -0.603, 1.327], [0.329, -1.420, 0.623], [3.168, -2.024, 0.994], [3.212, 0.059, 1.280], [2.595, -0.605, -0.318], [0.895, 0.434, 1.216], [1.272, -0.746, 2.420], [0.620, -2.338, 0.661], [3.159, -2.223, 1.934], [-2.332, 1.513, 2.240], [-1.235, 2.411, 2.715], [-0.681, 1.851, 3.943], [-1.846, 0.282, 1.703], [-2.906, 1.979, 1.438], [-3.027, 1.253, 3.042], [-1.689, 3.365, 2.998], [-0.404, 2.522, 2.023], [-0.573, 2.525, 4.614], [-1.424, -0.192, 2.430]],
  "forces_ev_per_a": [[-1.1, -0.4, -0.1], [-0.6, -0.7, 1.3], [-0.4, 0.1, -0.6], [0.7, -0.3, -1.3], [0.4, -0.1, 0.2], [-1.3, -0.2, 1.4], [1.1, -0.9, -1.5], [0.6, 1.7, -0.5], [-0.1, -0.8, 0.0], [-0.1, 0.7, 0.3], [0.4, 0.6, 0.2], [0.1, 0.1, 0.0], [0.0, 0.0, 0.1], [0.0, 0.1, 0.3], [0.3, 0.2, 0.0], [-1.2, 0.1, 0.9], [1.0, 0.5, -0.5], [-0.3, -0.2, 0.6], [0.3, -0.3, -0.1], [0.4, -0.1, -0.4], [0.2, 0.2, 0.0], [-0.2, -0.1, -0.3], [-0.3, -0.5, 0.0], [-0.1, 0.0, 0.0], [-0.1, 0.2, 0.1], [-0.4, -0.7, -0.9], [0.1, 0.1, 1.6], [0.0, -0.4, -0.3], [0.4, 0.6, 0.8], [0.1, 0.0, -0.1], [0.0, 0.4, 0.2], [0.1, 0.2, -0.4], [-0.3, 0.1, -0.4], [0.0, 0.2, -0.1], [-0.1, -0.3, -0.2]],
  "mulliken_charge": [0.706, -1.002, 0.757, 1.231, -0.868, -1.006, 0.355, 0.524, -0.752, -0.757, -0.683, 0.361, 0.373, -0.696, -0.727, -0.490, -0.194, -0.246, -0.531, 0.301, 0.305, -0.023, 0.415, 0.230, 0.317, -0.648, -0.287, -0.531, -0.212, 0.349, 0.340, 0.398, 0.199, 0.266, 0.226],
  "gap_ev": [5.256, 5.262],
  "e_lumo_ha": [0.14534, 0.14529],
  "charge": -2,
  "de_lowest_kj_mol": 0.0,
  "s_squared": 8.753,
  "e_tot_ha": -3062.92277,
  "spin_multiplicity": 6
}

{
  "formula": "C10H14ClN3O5",
  "method": "wB97M-V/def2-TZVPD",
  "elements": ["C", "C", "C", "C", "C", "N", "C", "C", "C", "N", "C", "O", "C", "N", "H", "H", "H", "H", "H", "H", "H", "H", "H", "H", "H", "H", "H", "H", "O", "Cl", "O", "O", "O"],
  "xyz": [[3.909, 0.696, -0.295], [3.106, 0.574, 1.132], [1.640, 1.258, 0.845], [0.501, 0.150, 0.585], [0.894, -1.008, -0.454], [-0.851, 0.751, 0.187], [-1.907, -0.165, 0.051], [-3.333, 0.230, -0.388], [-3.391, 1.768, -0.650], [-4.603, 2.480, -1.118], [-4.227, 3.083, -2.245], [-3.991, 3.565, -3.360], [-2.078, 2.522, -0.376], [-0.811, 2.064, 0.033], [4.811, -0.025, -0.350], [4.238, 1.805, -0.432], [3.149, 0.511, -1.157], [3.035, -0.550, 1.349], [3.671, 1.120, 1.988], [1.357, 1.787, 1.842], [1.809, 1.996, -0.015], [0.309, -0.362, 1.614], [0.846, -0.618, -1.551], [0.171, -1.923, -0.432], [1.950, -1.439, -0.324], [-1.715, -1.288, 0.276], [-4.204, -0.486, -0.541], [-2.133, 3.674, -0.534], [0.472, -3.743, 1.745], [-0.447, -4.418, 0.851], [-1.088, -5.508, 1.549], [0.279, -4.934, -0.288], [-1.457, -3.473, 0.394]],
  "forces_ev_per_a": [[-0.4, 0.6, 0.4], [0.0, -0.1, -1.6], [0.5, -0.4, 1.4], [1.5, -1.6, 1.0], [-0.5, -0.5, -1.3], [-0.1, -2.4, 0.3], [-2.6, 0.9, -0.7], [3.5, 4.1, 0.2], [2.5, -2.9, 1.4], [3.9, 1.4, -4.0], [-0.5, 0.4, -2.7], [-1.5, -2.8, 7.1], [-0.5, 0.6, -0.2], [-5.7, -0.4, -1.6], [-1.5, 1.3, 0.0], [-0.3, -2.0, 0.3], [1.5, 0.0, 1.5], [-0.1, 1.8, 0.1], [-1.1, -1.0, -1.6], [0.3, -0.5, -2.0], [-0.6, -1.0, 1.3], [0.3, 0.8, -1.8], [0.1, -0.4, 1.9], [1.3, 1.7, 0.3], [-1.7, 0.9, 0.2], [0.1, 1.9, -0.3], [1.5, 1.0, 0.4], [0.2, -2.3, 0.3], [-0.2, 0.3, -0.2], [0.6, -1.4, 0.4], [0.0, 0.6, -0.3], [-0.3, 0.4, 0.1], [-0.3, 0.7, -0.2]],
  "mulliken_charge": [-0.993, -0.497, -0.695, 0.181, -0.953, 0.712, 0.436, -0.684, 0.598, -0.497, 0.678, -0.391, -0.267, -0.746, 0.301, 0.314, 0.242, 0.313, 0.334, 0.349, 0.414, 0.108, 0.294, 0.128, 0.261, 0.358, 0.404, 0.306, -0.643, 1.690, -0.678, -0.643, -0.735],
  "gap_ev": 5.925,
  "e_lumo_ha": -0.09957,
  "charge": 0,
  "e_tot_ha": -1389.60217
}

{
  "formula": "C10H14ClN4",
  "method": "wB97M-V/def2-TZVPD",
  "elements": ["C", "C", "C", "C", "C", "C", "C", "C", "C", "C", "N", "N", "N", "N", "Cl", "H", "H", "H", "H", "H", "H", "H", "H", "H", "H", "H", "H", "H", "H"],
  "xyz": [[-0.423, 2.258, -0.491], [-0.119, -2.213, 0.041], [-0.752, -0.921, -1.837], [-0.755, -2.322, -1.301], [2.790, 1.241, 1.597], [1.948, 0.092, 1.847], [0.389, 1.769, 0.660], [1.560, 0.971, 0.673], [-1.139, -0.263, 0.426], [-2.422, 0.192, 0.997], [-0.924, 1.424, -1.355], [-0.423, -1.291, 0.886], [-0.970, 0.065, -0.976], [-0.246, -0.642, -3.092], [1.190, -3.347, 0.541], [-0.684, 3.323, -0.737], [-0.383, -3.012, -1.990], [-1.800, -2.677, -1.216], [2.858, 2.155, 2.274], [3.720, 1.200, 1.168], [2.269, -0.872, 1.681], [1.151, 0.120, 2.589], [0.026, 2.214, 1.629], [2.018, 0.757, -0.322], [-2.417, 1.280, 1.253], [-2.676, -0.410, 1.900], [-3.232, 0.001, 0.425], [-0.113, -1.418, -3.815], [-0.440, 0.327, -3.453]],
  "forces_ev_per_a": [[0.7, -1.7, -0.3], [1.9, -0.6, 1.9], [1.6, 1.3, -1.7], [-1.7, 1.1, 0.5], [-1.6, 2.9, 2.4], [-1.6, 1.1, 0.6], [-2.9, 1.2, 1.3], [2.5, 0.1, -2.0], [-0.2, 1.2, -0.6], [1.7, 0.9, 3.8], [-0.8, 0.3, -0.5], [-0.2, -1.2, -0.9], [0.8, -0.5, -0.2], [-1.1, -0.4, -0.2], [-1.5, 0.9, -0.8], [0.6, -1.0, 0.5], [1.3, -0.9, -0.9], [0.1, 0.3, 0.4], [-0.9, -1.4, -0.7], [1.9, -0.9, -1.4], [0.8, -1.9, -0.6], [0.5, 0.2, 0.3], [0.7, -0.4, -0.8], [-0.9, -0.3, 0.7], [-0.1, -0.9, -0.1], [0.6, 0.7, -0.2], [-2.4, -0.5, -2.6], [-0.5, 1.6, 1.7], [0.4, -1.4, 0.5]],
  "mulliken_charge": [-0.389, 0.260, 0.879, -0.957, -0.691, -0.459, -0.474, 0.496, 0.497, -1.556, -1.026, -0.373, 0.854, -0.480, -0.140, 0.401, 0.556, 0.317, 0.225, 0.268, 0.245, 0.218, 0.351, 0.338, 0.281, 0.394, 0.419, 0.268, 0.277],
  "gap_ev": [6.630, 7.059],
  "e_lumo_ha": [-0.16825, -0.15993],
  "charge": 1,
  "de_lowest_kj_mol": 229.2,
  "e_tot_ha": -1068.24147
}

{
  "formula": "C10H14ClPS",
  "method": "wB97M-V/def2-TZVPD",
  "elements": ["C", "C", "C", "C", "C", "C", "C", "C", "C", "C", "P", "S", "Cl", "H", "H", "H", "H", "H", "H", "H", "H", "H", "H", "H", "H", "H", "H"],
  "xyz": [[-0.066, -2.258, -1.584], [-0.215, -2.120, -0.231], [0.803, -1.407, -2.230], [0.691, -1.334, 0.529], [1.707, -0.661, -1.531], [1.655, -0.567, -0.157], [-0.411, 2.177, 0.616], [-2.393, 1.122, -0.571], [-2.130, 1.076, 2.002], [-1.591, 1.454, 0.691], [2.814, 0.475, 0.870], [4.466, -0.901, 0.610], [3.338, 1.895, -0.420], [-0.890, -2.582, -2.278], [-0.965, -2.727, 0.369], [0.866, -1.545, -3.315], [0.532, -1.102, 1.508], [2.315, 0.064, -2.014], [4.010, -1.549, 1.678], [0.146, 2.307, -0.364], [0.169, 2.285, 1.484], [-3.443, 1.589, -0.369], [-2.427, -0.044, -0.758], [-2.060, 1.692, -1.390], [-1.821, 0.059, 2.126], [-1.944, 1.715, 2.878], [-3.158, 0.888, 1.852]],
  "forces_ev_per_a": [[-2.3, 1.1, -1.4], [0.0, -1.2, 2.9], [1.0, -1.3, -1.2], [0.1, 0.2, -3.9], [-0.1, 1.1, 0.2], [-0.7, -0.4, 1.0], [-1.7, -2.3, -2.3], [-1.9, -1.1, 2.2], [-0.2, -0.5, 0.0], [2.9, 2.7, -1.6], [-0.6, -1.8, 0.3], [0.1, 0.6, 0.0], [0.4, 0.9, -0.9], [0.9, -0.7, 1.2], [0.8, 0.9, -1.0], [0.0, 0.7, 0.3], [-0.5, 0.0, 2.8], [0.8, 0.1, -0.7], [0.1, -0.3, 0.3], [-1.0, 0.1, 1.2], [0.6, 0.6, 1.2], [1.4, -1.4, -0.4], [-0.2, 2.4, 0.2], [0.9, 0.2, -1.2], [0.7, -0.8, 0.8], [0.2, -0.3, -0.5], [-1.6, 0.4, 0.3]],
  "mulliken_charge": [-0.534, -0.198, -0.255, -0.904, -0.445, 0.602, -1.079, -1.194, -1.336, 1.043, 0.200, -0.290, -0.224, 0.276, 0.274, 0.354, 0.553, 0.403, 0.143, 0.288, 0.378, 0.352, 0.164, 0.389, 0.262, 0.371, 0.405],
  "smiles": "SP(Cl)c1ccccc1.C=C(C)C",
  "gap_ev": 9.194,
  "e_lumo_ha": 0.01423,
  "charge": 0,
  "de_lowest_kj_mol": 0.0,
  "e_tot_ha": -1589.13007
}

Please write out number 1 again, unchanged.
{
  "formula": "C10H14BrN2",
  "method": "wB97M-V/def2-TZVPD",
  "elements": ["C", "C", "C", "C", "C", "C", "C", "C", "C", "C", "N", "N", "Br", "H", "H", "H", "H", "H", "H", "H", "H", "H", "H", "H", "H", "H", "H"],
  "xyz": [[-1.603, 3.053, -0.602], [-0.375, 2.547, -0.310], [-2.728, 2.334, -0.405], [-1.504, 0.620, 0.434], [-0.235, 1.182, 0.131], [1.203, -1.978, -1.341], [0.383, -1.167, -2.157], [0.770, -2.090, 0.144], [0.967, 0.495, 0.282], [0.527, -0.896, 2.316], [-2.655, 1.163, 0.040], [1.092, -0.780, 0.897], [2.645, 1.414, 0.202], [-1.653, 4.031, -0.864], [0.479, 3.128, -0.632], [-3.747, 2.558, -0.687], [-1.563, -0.420, 0.836], [1.236, -3.135, -1.581], [2.256, -1.526, -1.367], [0.682, -0.812, -3.105], [-0.575, -0.762, -1.741], [-0.350, -2.313, 0.265], [1.279, -2.848, 0.711], [0.420, 0.167, 2.671], [-0.329, -1.601, 2.140], [1.297, -1.379, 2.908], [2.083, -0.986, 0.814]],
  "forces_ev_per_a": [[1.5, 0.0, 0.9], [1.0, -1.2, -0.8], [-1.9, 1.2, -1.4], [0.3, -1.3, -0.8], [-1.8, 1.5, 0.4], [2.1, -2.7, 2.2], [-2.8, 1.6, 0.5], [-2.6, 0.6, -1.2], [0.8, 1.3, -0.7], [0.5, 0.3, -0.7], [0.3, -4.9, 2.9], [0.4, -1.8, 0.1], [-0.7, -0.5, -0.1], [-0.2, 2.8, -1.1], [0.2, 0.0, 0.4], [0.1, 1.1, -0.2], [-0.2, 1.0, -0.3], [0.3, 2.0, -0.3], [-0.9, -1.2, 0.0], [0.3, 0.2, -0.8], [0.9, -0.6, -0.7], [1.5, 0.5, -0.4], [0.4, -0.3, 0.1], [-0.6, -1.4, -0.1], [0.4, 1.3, 1.1], [-0.1, -0.2, 0.2], [0.6, 0.7, 1.1]],
  "mulliken_charge": [-0.500, -1.054, -0.410, -0.336, 1.567, -0.108, -0.964, -0.851, -0.438, -0.888, -0.539, 0.109, -0.060, 0.520, 0.322, 0.434, 0.375, 0.335, 0.244, 0.327, 0.381, 0.384, 0.537, 0.328, 0.428, 0.384, 0.471],
  "gap_ev": [8.459, 6.601],
  "e_lumo_ha": [-0.12512, -0.19318],
  "charge": 1,
  "de_lowest_kj_mol": 400.9,
  "e_tot_ha": -3072.54246
}

- What is the formula in the fourth record?
  C10H14ClN3O5